CsH2O | the ωB97M-V functional and the def2-TZVPD basis

Computed properties:
* net charge: +1
* HOMO energy: -15.1 eV
* ΔE to the lowest compared entry with this formula, charge and spin: 0.2051 eV
* strongest force on any atom: 0.59 eV/Å

```
4
Properties=species:S:1:pos:R:3:nbo_charge:R:1
Cs -0.13588 2.81011 1.62704 0.999
O 0.17696 -0.73318 -0.23608 -0.962
H 0.67620 -1.30899 -0.81524 0.489
H -0.71728 -0.76794 -0.57573 0.474
```